A molecular structure, C17H31GeO10SSeTi. Source: the OMol25 dataset; level of theory: ωB97M-V/def2-TZVPD.

Structure (XYZ):
```
62
Properties=species:S:1:pos:R:3:forces:R:3:nbo_charge:R:1
Ti -0.4943 0.1843 1.1955 -0.02 1.41 1.21 1.489
C 1.1409 -0.4519 0.0490 -0.37 -2.81 1.80 0.520
H 3.3846 0.2753 -2.1047 0.39 0.23 0.23 0.210
O 0.8397 1.2753 2.1454 0.24 -0.12 0.05 -0.767
C 0.6011 -0.0121 -4.0761 0.31 1.17 -0.59 -1.127
C 0.8286 -2.3322 4.6908 -0.10 1.39 2.10 -0.846
H -0.0940 3.9835 3.6889 0.07 -0.15 -0.67 0.244
O -1.7549 -0.7328 -0.0652 1.40 -0.37 -3.25 -0.157
H -2.5983 0.1273 -4.6148 0.83 -0.80 0.36 0.240
H -3.2186 2.3960 1.4795 0.38 -0.12 -0.27 0.230
H -1.3676 -3.4406 -2.6698 -0.68 -0.82 -0.47 0.235
H 2.7108 -3.9615 -5.6134 0.17 -0.53 -0.31 0.216
O -0.1830 -1.2512 2.6957 0.19 0.42 -0.50 -0.952
C -2.3360 -0.9341 -4.3528 -1.39 0.21 -1.07 -1.106
H -1.5451 4.5684 1.8672 0.40 0.08 -0.23 0.251
C -2.2467 2.8651 4.6108 -0.33 -0.48 0.09 -0.426
C 2.8217 -0.4530 -1.5519 -2.09 -0.85 0.60 -0.286
H -2.8725 -1.5246 -5.1625 0.65 0.37 1.10 0.228
H 0.4589 0.6679 -3.2610 -0.33 0.20 0.73 0.251
O 1.5341 -1.5983 0.3871 -0.60 1.29 -0.44 -0.708
H -3.4201 4.3418 3.4129 0.28 -1.44 -0.16 0.221
O -1.8461 1.4748 2.7989 -0.87 -0.41 -0.09 -0.546
H 0.0083 -3.5557 -5.6829 0.35 -1.26 0.38 0.215
C -0.3263 3.1354 3.0176 0.82 1.36 1.95 -0.352
O -2.2437 -0.7238 1.0779 -1.35 0.16 2.84 -0.158
H 0.0181 -3.0050 4.7097 -0.76 -1.22 0.25 0.250
C -0.4870 -2.8461 -2.6651 0.89 0.11 -1.39 -1.068
S 1.1156 -2.0115 3.0374 -0.16 0.39 -1.45 1.327
C -0.6206 3.0586 0.5981 -0.43 0.77 -2.13 0.817
H -2.7994 2.1685 5.2434 0.50 -0.20 0.20 0.218
H 1.7531 -2.7393 5.1084 -0.30 -0.06 0.24 0.243
H 0.3969 0.5703 -4.9849 -0.15 -0.24 0.10 0.249
C 2.6902 -2.9157 -5.3805 1.33 0.47 -0.39 -0.798
Se 1.6211 -1.9454 -6.6637 -0.51 -0.17 -0.05 0.267
H -0.9011 -2.5184 -6.6153 -0.01 0.64 -0.12 0.237
H 2.3544 -2.8420 -4.3786 -0.77 0.39 1.00 0.205
H -1.8899 3.6730 5.2614 -0.11 0.01 -0.45 0.221
C 2.4205 -0.8075 3.2438 -0.62 -1.08 2.54 -0.785
H 1.6402 -0.2155 -4.1361 1.03 -0.33 -0.04 0.229
C -0.1015 -2.5231 -5.8795 0.38 1.02 0.53 -0.991
H 0.4219 -3.4531 -2.6354 -0.23 0.06 0.11 0.231
C -3.2459 3.2124 3.4706 -0.60 2.29 1.10 -0.436
C -1.2862 3.5130 1.8792 -0.43 -0.37 0.20 -0.355
C 0.9829 2.4576 2.7030 0.90 0.43 -0.29 0.811
H -4.2573 2.7758 3.6729 1.01 0.11 -0.47 0.229
O -0.0060 3.8178 -0.1346 -0.68 -1.28 1.26 -0.551
H -2.8079 -1.1393 -3.3977 -0.46 -0.05 0.11 0.225
H 3.7185 -2.4939 -5.3555 -0.60 -0.37 -0.35 0.229
H -0.5819 1.4573 4.4577 0.43 -0.35 -0.09 0.219
O 2.0401 2.9651 3.0390 -0.62 -0.78 -0.29 -0.597
C -1.1145 2.1495 3.8300 -1.82 0.20 0.63 0.091
H 3.3065 -1.4054 3.3926 0.47 -0.20 -0.16 0.234
O 1.7579 0.2548 -0.8060 1.11 1.49 -2.05 -0.475
C -2.5284 2.6796 2.2695 0.37 -1.12 -0.61 0.097
H 3.2554 -1.0762 -0.7683 0.87 0.13 -0.72 0.222
H 2.2269 -1.0885 -2.2413 0.85 0.14 0.27 0.192
Ge -0.4922 -1.5459 -4.1347 -1.12 -1.02 -1.58 1.601
O -0.8792 1.7694 0.2904 0.17 0.49 -0.03 -0.692
H 2.2166 -0.2910 4.2277 0.22 0.17 -1.55 0.236
H -0.5993 -2.2814 -1.8001 0.25 1.02 1.89 0.229
H 2.4325 -0.2908 2.3369 0.37 1.33 -0.85 0.278
H 0.4475 -1.4109 5.2433 0.86 -0.96 -0.73 0.244
```
Forces are in eV/Å.

## Properties
- ΔE to the lowest compared entry with this formula, charge and spin (kcal/mol) = 19.5
- spin multiplicity = 2

A molecular structure, C17H31KN3O3. Source: the OMol25 dataset; level of theory: ωB97M-V/def2-TZVPD.

Structure (XYZ):
```
55
Properties=species:S:1:pos:R:3:forces:R:3:nbo_charge:R:1
H 1.4737 3.0584 -3.3614 0.01 0.00 0.00 0.219
H -0.1195 -0.2579 -3.8953 -0.01 0.00 -0.02 0.217
C -2.5305 -1.2640 -3.1649 0.00 0.02 -0.01 -0.638
H 4.8888 -1.5862 1.1176 0.00 0.01 -0.01 0.212
H 2.5022 -2.3854 -2.2160 0.00 0.01 0.01 0.243
H -1.4598 3.6075 1.1542 0.00 0.00 0.00 0.371
N 3.5312 -2.0202 -0.4430 -0.01 0.00 0.02 -0.406
K -0.3859 0.7857 -0.2725 0.03 -0.02 0.00 0.947
C -0.6219 -1.8335 5.0409 0.01 -0.01 -0.01 -0.416
O -1.4430 -0.0230 2.0243 0.06 0.03 -0.04 -0.692
H -0.7317 3.7701 -2.6028 -0.01 0.00 -0.02 0.209
C 2.5660 -0.8627 1.5023 -0.05 0.00 0.00 -0.165
C -0.8514 -0.7626 2.8105 -0.03 -0.03 0.04 0.667
H -0.6112 2.7084 2.2055 -0.01 -0.03 -0.02 0.376
H 3.2745 -0.0341 1.5532 0.01 0.00 -0.01 0.223
N -1.3330 -1.0609 4.0272 -0.01 0.00 -0.01 -0.399
H 1.0083 2.4031 -4.9260 0.01 0.00 0.00 0.236
H 0.1211 3.8975 1.3695 0.01 -0.01 -0.01 0.372
H 3.6471 -3.6574 -1.7428 0.01 0.00 0.00 0.207
H 2.9295 -1.6577 2.1616 0.01 0.01 0.00 0.193
H -3.1782 -0.2324 3.5157 0.01 0.00 0.00 0.243
H 5.5986 -2.2096 -0.3607 0.00 0.01 0.00 0.221
C -2.0182 0.1391 -2.9825 0.00 0.00 0.00 0.007
H -1.7224 -1.9926 -3.1030 0.00 0.00 0.00 0.220
C -0.7516 0.4970 -3.4395 0.02 -0.01 0.01 -0.251
H -3.7958 3.0729 -0.7631 0.00 0.00 0.00 0.219
H -0.7191 -2.9085 4.8786 0.00 0.00 0.00 0.208
H -3.9836 3.8275 -2.3384 0.00 0.01 0.01 0.237
C -2.3624 2.4275 -2.2406 0.01 0.00 0.00 -0.008
H -2.6681 4.3371 -1.2884 0.00 0.00 0.00 0.215
N -0.5631 3.1528 1.2937 -0.01 0.04 0.01 -1.103
H -1.0572 -1.5967 6.0087 0.00 0.00 0.00 0.225
H 0.9241 -2.0244 3.1221 0.01 0.01 0.00 0.184
C 4.7446 -2.2969 0.3095 0.00 -0.01 0.02 -0.414
H 0.1950 -2.0513 1.5058 0.01 -0.01 0.00 0.210
H -3.2841 -1.5133 -2.4186 0.00 -0.01 0.00 0.220
H -3.2199 -1.3977 4.8555 0.00 0.00 0.00 0.209
C 2.4721 -1.3623 0.0542 0.04 -0.01 -0.01 0.659
C -2.8084 1.1146 -2.3793 0.00 -0.01 0.02 -0.257
H -2.9937 -1.3706 -4.1476 0.00 -0.01 0.00 0.235
H 0.4305 -1.5646 5.0847 0.00 0.01 0.00 0.211
C -0.2785 1.8012 -3.3214 0.01 -0.02 0.01 -0.020
H 4.2495 -2.1299 -2.4113 0.00 0.00 0.00 0.206
C -2.6586 -0.5819 4.4009 0.00 0.00 0.00 -0.419
O 1.3293 -0.3698 1.9550 -0.02 -0.01 0.00 -0.519
C 0.4504 -1.4086 2.3566 -0.03 -0.01 0.00 -0.160
H -3.7940 0.8465 -2.0128 0.00 0.01 -0.01 0.217
H 4.7357 -3.3086 0.7222 0.00 0.00 -0.01 0.207
C -1.0940 2.7534 -2.7135 0.01 0.01 0.03 -0.216
O 1.4535 -1.1381 -0.5954 -0.07 0.03 0.00 -0.694
C 3.4781 -2.5802 -1.7852 -0.01 0.00 -0.02 -0.420
C 1.0759 2.1755 -3.8606 -0.03 0.00 -0.01 -0.635
H 1.7878 1.3578 -3.7462 0.01 0.00 0.00 0.219
C -3.2462 3.4734 -1.6158 0.01 -0.02 -0.02 -0.639
H -2.5825 0.2368 5.1186 0.00 0.00 0.00 0.206
```
Forces are in eV/Å.

## Properties
- ΔE to the lowest compared entry with this formula, charge and spin (kcal/mol) = 0.4
- spin multiplicity = 1
- total charge = +1

A molecular structure, C17H31KN4O. Source: the OMol25 dataset; level of theory: ωB97M-V/def2-TZVPD.

Structure (XYZ):
```
54
Properties=species:S:1:pos:R:3:forces:R:3:nbo_charge:R:1
H -6.9042 -3.1475 0.7486 -0.91 0.37 0.11 0.202
H -1.5643 -0.7473 3.9243 0.17 0.04 1.23 0.101
H -5.2450 -0.9682 0.9802 0.25 -0.23 0.03 0.228
H 2.3954 -0.4208 3.1710 -0.71 -0.19 0.23 0.197
C -4.4316 -1.7038 1.1057 0.84 1.13 -1.27 -0.545
N 0.6475 1.9620 1.2233 0.25 -1.42 5.77 -0.445
C 0.3676 -0.0442 -3.5767 0.48 -0.77 -0.40 0.345
H 0.6176 -0.9381 3.2589 1.06 0.48 0.52 0.254
H 4.4226 1.6128 -0.1279 0.22 -0.18 -0.36 0.249
H 1.4275 3.4984 -1.2899 0.22 0.21 0.18 0.223
H 2.1927 -1.6167 5.2838 0.08 0.11 -0.04 0.217
C 0.7281 1.6381 2.3833 -0.55 1.82 -7.79 0.392
C -3.6941 -1.7682 -0.2002 -0.41 0.04 0.56 0.361
H 2.0191 4.0106 -2.8678 0.07 -0.52 0.29 0.216
C 3.4387 1.9272 -0.4805 0.65 -0.68 -0.09 -0.525
H 3.0056 1.5981 -6.2559 0.13 -0.16 -0.32 0.222
N 2.1619 -0.2994 -1.0342 0.28 0.71 -0.12 -0.412
H -3.2431 -0.4457 3.5463 -0.20 0.14 0.11 0.095
H 3.9416 3.8139 -1.3150 0.02 0.11 0.02 0.216
H 1.4455 2.3591 -2.5303 0.53 -0.40 -0.29 0.221
C 1.8901 -0.1731 -5.5448 -0.06 0.07 -1.63 -0.387
H 3.2993 1.0900 -4.5849 -0.16 0.40 -0.17 0.199
H 0.7329 -0.8472 5.7197 -0.22 0.48 0.20 0.220
H 1.7872 1.7729 4.0892 0.46 0.35 0.22 0.243
H -4.0564 -3.6570 1.7420 -0.18 -0.27 -0.01 0.207
C 1.4427 -0.3312 3.7422 -0.36 0.50 -1.01 -0.381
H 3.0328 2.3806 0.4235 -0.67 0.01 -0.32 0.274
H 2.3073 0.0876 5.7265 -0.65 -0.37 -0.34 0.201
N -3.0782 -1.7861 -1.1742 -0.09 -0.01 0.23 -0.447
C 1.0094 1.1588 3.6686 -0.34 -1.03 2.07 -0.555
C 2.6988 0.7059 -0.8500 -0.09 -0.53 0.86 0.358
H -2.0971 0.9166 3.5170 -0.06 -0.14 -0.02 0.093
H 1.1431 -1.8205 -4.3812 -0.42 -0.44 -0.22 0.256
C 2.0403 3.1783 -2.1354 0.23 1.03 0.06 -0.632
H 4.1244 2.5464 -2.5039 -0.25 -0.24 0.48 0.208
C -5.9925 -3.6939 0.7083 1.07 -0.71 0.11 -0.608
O -1.8589 -0.5159 2.0195 0.34 0.14 -2.25 -1.018
H -3.6417 -1.2608 1.7603 -0.38 -0.24 -0.28 0.338
C 3.4985 2.8817 -1.6585 -1.16 0.50 -0.67 -0.388
H 2.6022 -0.9152 -5.9474 -0.09 0.59 -0.22 0.212
H -5.3367 -2.7971 2.5416 -0.46 -0.20 1.08 0.206
C -2.2047 -0.1690 3.2561 0.15 -0.02 0.74 -0.196
H 1.8030 1.9692 -5.0614 0.02 -0.19 0.21 0.218
H -6.1502 -4.7374 1.0382 -0.11 0.50 -0.27 0.211
C 1.6664 -0.6589 5.2010 0.79 -0.83 0.30 -0.619
H 2.3083 -0.8377 -3.5789 -0.44 0.10 -0.07 0.256
N -0.4987 0.4725 -3.0307 0.04 0.25 -0.15 -0.399
H 0.1419 1.2790 4.3320 -0.01 0.06 -0.29 0.271
C 1.4493 -0.7966 -4.2762 0.03 0.61 2.23 -0.509
H -5.6657 -3.6872 -0.3317 0.03 -0.22 -0.07 0.208
C 2.5309 1.2124 -5.3647 -0.05 -0.62 0.46 -0.613
H 1.0173 -0.1558 -6.2244 0.52 0.17 0.03 0.210
K -0.7357 -0.0983 -0.3691 -0.39 -0.16 0.73 0.937
C -4.9386 -3.0335 1.5853 0.48 -0.15 -0.36 -0.387
```
Forces are in eV/Å.

## Properties
- E (hartree) = -1560.51214
- spin multiplicity = 1

A molecular structure, C17H31N4O3PS2SiW. Source: the OMol25 dataset; level of theory: ωB97M-V/def2-TZVPD.

Structure (XYZ):
```
60
Properties=species:S:1:pos:R:3:forces:R:3:nbo_charge:R:1
C 2.9085 3.0082 2.2089 0.01 0.14 0.01 -0.066
H 2.1287 -0.0176 5.2496 0.01 0.01 -0.01 0.186
H 3.8341 4.9343 2.2464 0.01 0.01 0.00 0.221
C -4.5607 2.6020 -1.5170 -0.02 0.03 -0.02 -0.198
C -0.1072 4.2321 -1.6140 0.22 0.02 -0.04 -0.319
H -4.6553 -1.7428 -0.5271 0.00 0.02 0.01 0.254
O 3.1002 1.7382 2.8715 -0.02 -0.16 -0.09 -0.825
C -1.0385 -1.8856 1.3706 -0.28 -0.13 -0.25 -1.094
H -3.0593 0.0025 3.0995 0.03 0.01 -0.04 0.237
H -1.1873 6.5838 -1.0300 0.01 0.00 0.01 0.240
N -1.6220 3.6226 1.5386 0.03 -0.10 -0.02 -0.755
H -4.6053 -0.1738 2.2492 0.00 0.00 -0.02 0.245
N -0.2341 2.5213 -0.0021 0.09 -0.13 0.27 -0.697
H -0.8500 -1.9790 2.4375 0.04 0.09 0.00 0.268
C -3.7404 -2.2432 -0.2037 0.14 0.09 0.17 -1.138
H 3.8521 4.0944 3.8051 0.02 0.02 0.00 0.221
C 3.9545 3.9643 2.7286 -0.05 -0.08 -0.01 -0.625
N -2.1371 0.2693 0.0351 -0.16 -0.42 0.25 -1.132
H 0.7642 4.8714 -1.7652 -0.03 0.03 0.01 0.244
O 0.9247 2.0376 -1.9321 0.03 0.34 0.04 -0.525
C 3.1997 -1.8868 5.4120 -0.01 0.06 -0.07 -0.626
C -3.6543 -0.6629 2.4705 0.06 -0.12 -0.19 -1.131
C 3.0127 -0.5068 4.8343 0.03 -0.05 0.11 -0.063
S 2.1518 0.0278 0.5926 -0.04 0.23 0.09 -0.401
H 4.9540 3.5910 2.5114 0.01 0.01 0.00 0.227
C -4.0280 2.7387 -2.7921 -0.04 0.03 -0.02 -0.238
H -0.9861 -2.8864 0.9308 0.00 -0.01 0.00 0.283
H -2.4820 2.1012 -4.1369 0.00 -0.01 0.00 0.226
H 1.8968 3.3587 2.4326 0.01 -0.01 0.00 0.180
H -2.6683 5.7335 -0.5644 0.01 -0.02 -0.01 0.222
H -0.7126 4.2248 -2.5224 -0.01 -0.05 0.02 0.251
N -0.8788 4.6220 -0.4473 0.00 -0.03 0.06 -0.367
C -2.8913 2.0218 -3.1375 0.03 -0.02 -0.02 -0.188
Si -2.7303 -1.1301 0.9069 -0.05 -0.02 0.23 1.821
H 4.0618 -2.3752 4.9604 0.00 -0.01 0.01 0.227
C -1.6099 5.8676 -0.3307 -0.06 0.03 0.05 -0.423
H -5.4602 3.1408 -1.2473 0.00 -0.01 0.01 0.223
H -1.6157 2.7838 2.0998 -0.07 0.11 0.10 0.437
S 0.2562 0.9329 3.0502 -0.07 -0.39 -0.44 -0.482
H -0.1181 -1.4668 0.8705 0.07 -0.26 0.35 0.206
H -3.8796 -1.5552 3.0595 -0.02 -0.01 -0.01 0.254
H -4.3632 1.6720 0.4127 -0.01 0.01 -0.01 0.217
W -0.3135 0.5508 0.6826 0.00 0.90 0.60 0.974
O 2.8361 -0.6434 3.3929 -0.13 -0.03 0.10 -0.823
P 2.1818 0.4897 2.5351 0.22 -0.07 -0.23 1.792
C -2.7999 1.0604 -0.9219 0.02 0.17 -0.50 0.213
C 0.3170 2.8171 -1.2516 -0.08 -0.20 -0.49 0.684
H 2.3163 -2.5000 5.2402 0.00 -0.01 0.01 0.218
C -3.9537 1.7730 -0.5863 0.11 -0.09 0.09 -0.282
C -2.2833 1.1817 -2.2154 -0.09 0.01 0.09 -0.286
H 3.3665 -1.8069 6.4859 0.00 -0.01 0.01 0.228
H -4.5116 3.3788 -3.5179 0.01 0.00 0.00 0.225
C -0.9441 3.6016 0.4014 0.01 0.02 -0.26 0.685
H -1.5020 6.2804 0.6730 0.00 0.01 -0.01 0.216
H -1.4068 0.6067 -2.4908 0.00 0.02 0.00 0.232
H -4.0301 -3.1540 0.3245 -0.01 0.00 0.01 0.254
H -2.2137 4.3938 1.7908 -0.01 -0.02 0.03 0.426
H -3.1846 -2.5354 -1.0960 0.03 0.03 0.00 0.251
H 3.0000 2.8524 1.1318 0.01 -0.03 0.02 0.196
H 3.8833 0.1262 4.9989 -0.02 0.02 -0.02 0.199
```
Forces are in eV/Å.

## Properties
- ΔE to the lowest compared entry with this formula, charge and spin (kcal/mol) = 20.4
- spin multiplicity = 2
- total charge = +1

The max |F| results, record by record, are as follows: 3.56, 0.08, 8.02, 1.08 eV Å⁻¹.